Molecular formula: C27H26LiNO2P2
Method: DFT, ωB97M-V/def2-TZVPD

Geometry as XYZ:
```
59
C27H26LiNO2P2, DFT ωB97M-V/def2-TZVPD
Li -0.840 -2.603 -2.118
N -1.823 -3.419 -3.779
C -0.726 -4.010 -4.574
C 0.615 -3.884 -3.868
O 1.518 -4.622 -4.369
O 0.772 -3.111 -2.902
H -2.531 -4.017 -3.447
H -2.414 -2.744 -4.220
H -0.722 -3.426 -5.498
H -0.975 -5.110 -4.767
C -0.721 0.220 0.625
P -0.402 0.032 -1.235
C 1.319 0.650 -1.384
C 1.607 1.957 -0.918
C 2.969 2.410 -0.859
C 3.895 1.509 -1.282
C 3.625 0.244 -1.874
C 2.289 -0.126 -2.032
C -1.348 1.423 -1.961
C -1.649 1.281 -3.302
C -2.423 2.243 -3.977
C -3.105 3.192 -3.203
C -2.875 3.302 -1.845
C -1.944 2.461 -1.212
P 0.839 0.214 1.789
C 0.530 -1.393 2.610
C 0.802 -2.585 1.853
C 0.923 -3.790 2.449
C 0.613 -3.894 3.819
C 0.611 -2.751 4.570
C 0.643 -1.497 3.970
C 0.148 1.398 2.957
C -0.914 1.094 3.836
C -1.334 2.038 4.749
C -0.646 3.207 4.941
C 0.425 3.466 4.104
C 0.763 2.633 3.034
H -1.380 -0.628 0.874
H -1.226 1.234 0.786
H 0.721 2.584 -0.633
H 3.235 3.391 -0.561
H 4.939 1.899 -1.219
H 4.455 -0.493 -1.895
H 2.065 -1.041 -2.540
H -1.084 0.485 -3.838
H -2.573 2.255 -5.040
H -3.840 3.818 -3.684
H -3.248 4.154 -1.314
H -1.739 2.717 -0.174
H 0.823 -2.466 0.733
H 1.333 -4.658 1.901
H 0.478 -4.906 4.199
H 0.535 -2.785 5.689
H 0.825 -0.607 4.550
H -1.494 0.138 3.719
H -2.090 1.791 5.448
H -0.932 3.876 5.750
H 1.035 4.369 4.138
H 1.649 2.879 2.432
```

Atom charges from the Mulliken analysis, given in e for atoms 1 to 5: number 1, Li, carries 0.81; number 2, N, carries -0.63; number 3, C, carries -0.17; number 4, C, carries 0.40; number 5, O, carries -0.73


Molecular formula: C61H65BiBr3N4O4Si
Method: DFT, ωB97M-V/def2-TZVPD

## Properties
total charge	+1

Geometry as XYZ:
```
139
C61H65BiBr3N4O4Si, DFT ωB97M-V/def2-TZVPD
Bi 0.749 0.888 0.983
C 9.729 4.169 4.164
O 8.642 4.903 3.646
C 7.458 4.272 3.460
C 6.469 4.996 2.786
C 5.253 4.419 2.488
C 4.991 3.099 2.844
C 5.955 2.401 3.563
C 7.172 2.975 3.881
C 3.763 2.392 2.409
C 3.942 1.453 1.393
C 5.186 1.217 0.721
C 4.944 0.319 -0.268
C 3.560 -0.029 -0.193
N 2.979 0.680 0.818
C 2.934 -0.981 -0.997
C 1.725 -1.596 -0.681
C 1.270 -2.826 -1.250
C 0.188 -3.222 -0.530
C -0.049 -2.218 0.460
C -1.099 -2.215 1.376
C -2.097 -3.295 1.246
C -1.753 -4.643 1.365
C -2.672 -5.628 1.077
C -3.961 -5.293 0.649
O -4.776 -6.324 0.328
C -6.057 -6.048 -0.192
C -4.322 -3.950 0.584
C -3.401 -2.968 0.896
C -1.302 -1.226 2.337
N -0.613 -0.060 2.495
C -1.174 0.617 3.539
C -0.746 1.840 4.056
C -1.528 2.462 5.155
C -2.326 3.582 4.944
C -2.994 4.183 5.991
C -2.869 3.689 7.292
O -3.544 4.356 8.259
C -3.375 3.949 9.599
C -2.073 2.567 7.508
C -1.418 1.966 6.448
C 0.483 2.430 3.762
C 1.085 3.477 4.530
C 2.370 3.599 4.107
C 2.556 2.650 3.053
N 1.386 1.982 2.845
C -2.243 -0.167 4.078
C -2.310 -1.310 3.348
N 0.902 -1.255 0.346
C 3.661 -1.543 -2.154
C 3.222 -1.299 -3.454
C 3.858 -1.888 -4.524
C 4.938 -2.753 -4.319
O 5.471 -3.316 -5.427
C 6.534 -4.228 -5.275
C 5.381 -2.989 -3.021
C 4.747 -2.382 -1.955
H 10.587 4.836 4.107
H 9.922 3.273 3.564
H 9.562 3.886 5.207
H 6.691 6.008 2.483
H 4.508 4.981 1.944
H 5.748 1.390 3.880
H 7.894 2.403 4.444
H 6.116 1.690 0.962
H 5.640 -0.091 -0.972
H 1.737 -3.329 -2.073
H -0.400 -4.109 -0.648
H -0.762 -4.913 1.702
H -2.410 -6.671 1.158
H -6.496 -7.015 -0.433
H -5.993 -5.446 -1.103
H -6.688 -5.543 0.545
H -5.315 -3.657 0.287
H -3.686 -1.928 0.837
H -2.427 3.987 3.949
H -3.608 5.057 5.831
H -3.957 4.649 10.196
H -2.323 4.004 9.893
H -3.753 2.934 9.757
H -1.944 2.165 8.500
H -0.793 1.107 6.636
H 0.603 4.010 5.323
H 3.130 4.257 4.477
H -2.839 0.100 4.927
H -2.961 -2.151 3.493
H 2.378 -0.644 -3.613
H 3.538 -1.705 -5.537
H 6.771 -4.569 -6.280
H 6.235 -5.082 -4.660
H 7.412 -3.748 -4.833
H 6.211 -3.649 -2.829
H 5.072 -2.588 -0.946
Br -0.464 4.521 -0.195
C -2.356 4.454 0.243
Br -2.861 2.719 0.952
H -2.923 4.642 -0.666
H -2.561 5.213 0.995
C -3.082 -3.272 -3.308
C -2.350 -2.336 -4.279
C -0.877 -2.761 -4.229
C -2.882 -2.601 -5.690
Si -2.595 -0.463 -3.820
Br -1.293 -0.177 -1.963
C -1.766 0.819 -5.041
C -0.377 0.352 -5.497
C -1.549 2.184 -4.375
C -2.631 1.020 -6.286
C -4.381 -0.022 -3.161
C -4.577 1.490 -3.010
C -4.627 -0.621 -1.769
C -5.452 -0.546 -4.121
H -2.825 -4.304 -3.547
H -4.162 -3.179 -3.389
H -2.781 -3.094 -2.276
H -0.775 -3.747 -4.681
H -0.528 -2.828 -3.201
H -0.224 -2.086 -4.769
H -2.872 -3.673 -5.884
H -2.259 -2.123 -6.443
H -3.904 -2.250 -5.816
H 0.263 0.122 -4.647
H 0.107 1.149 -6.061
H -0.437 -0.516 -6.150
H -0.859 2.109 -3.537
H -2.477 2.622 -4.025
H -1.114 2.873 -5.099
H -2.797 0.086 -6.817
H -2.128 1.707 -6.966
H -3.600 1.447 -6.038
H -3.818 1.915 -2.356
H -5.549 1.690 -2.559
H -4.550 1.995 -3.972
H -3.988 -0.149 -1.025
H -4.452 -1.691 -1.743
H -5.661 -0.443 -1.472
H -5.311 -0.161 -5.129
H -6.436 -0.229 -3.776
H -5.454 -1.632 -4.166
```

Atom charges from the Mulliken analysis, given in e for atoms 1 to 5: number 1, Bi, carries 0.80; number 2, C, carries -0.85; number 3, O, carries -0.45; number 4, C, carries 0.92; number 5, C, carries -0.97


Molecular formula: C21H24N2O5
Method: DFT, ωB97M-V/def2-TZVPD

Geometry as XYZ:
```
52
C21H24N2O5, DFT ωB97M-V/def2-TZVPD
C 5.235 1.334 0.490
C 4.614 0.106 -0.173
C 5.173 -0.081 -1.584
C 4.851 -1.149 0.667
O 3.195 0.309 -0.383
C 2.377 0.536 0.657
O 2.683 0.540 1.827
N 1.125 0.782 0.199
C 0.002 0.906 1.090
C -0.562 -0.444 1.522
C 0.130 -1.168 2.664
C -0.794 -1.958 3.191
C -2.038 -1.719 2.363
O -1.904 -0.363 1.983
C -1.770 -2.445 1.001
C -2.977 -2.259 0.104
O -4.064 -2.757 0.226
N -2.624 -1.377 -0.895
C -3.567 -0.858 -1.865
C -3.691 0.641 -1.754
C -3.678 1.260 -0.510
C -3.782 2.637 -0.416
C -3.910 3.406 -1.560
C -3.931 2.793 -2.800
C -3.816 1.417 -2.897
C -1.315 -0.966 -0.849
O -0.790 -0.256 -1.670
C -0.689 -1.548 0.398
H 5.020 2.223 -0.099
H 4.827 1.468 1.488
H 6.311 1.208 0.561
H 4.702 -0.937 -2.062
H 6.246 -0.244 -1.541
H 4.969 0.802 -2.184
H 4.445 -1.013 1.666
H 5.917 -1.343 0.743
H 4.368 -2.007 0.203
H 0.926 0.612 -0.778
H -0.787 1.474 0.591
H 0.328 1.446 1.983
H 1.163 -1.020 2.908
H -0.728 -2.666 3.993
H -3.007 -1.922 2.809
H -1.520 -3.495 1.134
H -3.234 -1.133 -2.870
H -4.524 -1.347 -1.656
H -3.576 0.672 0.391
H -3.763 3.107 0.556
H -3.992 4.480 -1.484
H -4.028 3.387 -3.697
H -3.822 0.943 -3.868
H 0.272 -2.015 0.190
```

Atom charges from the Mulliken analysis, given in e for atoms 1 to 5: number 1, C, carries -1.62; number 2, C, carries 1.69; number 3, C, carries -1.72; number 4, C, carries -1.65; number 5, O, carries -0.44


Molecular formula: C26H32ILaN4O3
Method: DFT, ωB97M-V/def2-TZVPD

Geometry as XYZ:
```
67
C26H32ILaN4O3, DFT ωB97M-V/def2-TZVPD
La 0.035 0.178 -0.388
C 0.860 -4.439 0.193
C 1.166 -3.843 1.530
N 1.743 -4.539 2.494
C 2.092 -3.956 3.647
C 1.840 -2.607 3.909
C 2.063 -2.050 5.266
O 3.067 -1.055 5.200
C 1.211 -1.789 2.878
C 1.061 -0.392 3.157
N 0.862 0.542 2.230
C 0.845 1.815 2.852
C 0.050 1.931 4.039
C -0.078 3.163 4.619
C 0.501 4.361 4.031
C 1.243 4.201 2.902
C 1.415 2.948 2.320
I 2.369 2.898 0.447
C 0.886 -2.402 1.707
O 0.208 -1.871 0.744
H 1.132 -5.529 0.304
H 1.514 -4.128 -0.617
H -0.232 -4.415 -0.086
H 2.529 -4.612 4.449
H 2.343 -2.907 5.906
H 1.159 -1.732 5.732
H 3.615 -1.334 4.453
H 1.290 -0.156 4.209
H -0.442 1.082 4.412
H -0.830 3.226 5.389
H 0.312 5.274 4.543
H 1.637 5.111 2.421
O 2.115 -0.949 -1.818
C 2.819 -0.326 -2.895
C 2.266 -0.684 -4.301
C 0.766 -0.463 -4.494
C 0.032 0.760 -3.948
C -0.412 1.683 -4.862
C -1.427 2.613 -4.348
C -1.797 2.665 -3.079
C -1.133 1.739 -2.108
N -0.201 0.768 -2.665
H 2.228 -1.931 -1.893
H 3.860 -0.594 -2.711
H 2.552 0.706 -2.695
H 2.475 -1.775 -4.535
H 2.865 -0.088 -5.079
H 0.177 -1.288 -4.101
H 0.559 -0.478 -5.592
H -0.073 1.735 -5.897
H -1.732 3.399 -5.088
H -2.592 3.287 -2.700
H -0.493 2.420 -1.451
C -3.516 -0.057 -2.740
C -3.209 0.399 -1.308
C -3.230 -0.762 -0.319
C -4.212 1.489 -0.918
N -1.932 0.951 -1.122
H -4.587 -0.327 -2.744
H -3.004 -0.907 -3.126
H -3.531 0.743 -3.457
H -4.041 -1.409 -0.453
H -3.392 -0.292 0.644
H -2.332 -1.409 -0.462
H -5.261 1.165 -0.927
H -4.090 2.289 -1.720
H -3.986 1.955 0.021
```

Atom charges from the Mulliken analysis, given in e for atoms 1 to 5: number 1, La, carries 0.94; number 2, C, carries -1.13; number 3, C, carries 0.63; number 4, N, carries -0.63; number 5, C, carries -0.91


Number 1: LUMO level -0.16 eV. Number 2: LUMO level -3.69 eV. Number 3: LUMO level 0.69 eV. Number 4: LUMO level -0.75 eV.